Entry 1:
The molecule C5H8N2O in a non-equilibrium geometry. Source: OMol25; level of theory: the ωB97M-V functional and the def2-TZVPD basis.

## Properties
Energy relative to the best compared isomer or geometry (same formula, charge and spin): 386.38 kJ/mol
Net charge: 0
2S+1: 1
Largest force on an atom: 4.9 eV/Å
LUMO level: 0.8 eV
SMILES: O=C1NCC[C@H]2N[C@H]12
Energy: -379.941011 Eh

Last column: natural (NBO) charge in e.
Element x y z (Å)
C 0.335 -0.872 0.805  0.68
C 0.490 -0.415 -1.709  -0.22
C -0.183 0.986 -1.616  -0.42
C -0.180 1.163 -0.090  -0.07
C -0.852 0.165 0.712  -0.24
H 1.504 -1.812 -0.323  0.41
H 1.430 -0.410 -2.273  0.21
H -0.256 -1.040 -2.070  0.20
H 0.381 1.751 -2.044  0.23
H -1.354 0.840 -1.797  0.23
H 0.688 1.484 0.501  0.20
H -0.710 2.059 1.722  0.35
H -1.788 -0.183 0.181  0.21
N 0.805 -1.146 -0.445  -0.63
N -1.234 1.604 0.914  -0.54
O 0.680 -1.507 1.777  -0.60

Cartesian forces (eV/Å) of the 6 atoms listed first:
C -2.378 -0.372 1.585
C 1.080 -0.241 0.697
C -2.657 -1.723 3.713
C -0.529 2.599 0.752
C -0.614 -1.101 -1.745
H 1.581 -1.267 -0.772

Entry 2:
A 2-piece molecular cluster, C9H16N2S2 overall in a non-equilibrium geometry. Source: OMol25; level of theory: the ωB97M-V functional and the def2-TZVPD basis.

## Properties
Energy relative to the best compared isomer or geometry (same formula, charge and spin): 140.55 kJ/mol
Net charge: 0
2S+1: 1
Largest force on an atom: 3.7 eV/Å
LUMO level (alpha / beta): -0.5 / -0.5 eV
Energy: -1258.303995 Eh

Last column: natural (NBO) charge in e.
Element x y z (Å)
C -1.132 2.375 -0.748  0.15
C -1.308 0.266 -0.310  -0.02
C 0.010 0.594 -0.290  0.13
C 2.377 0.980 1.960  -0.60
C -2.249 -1.659 -1.520  -0.59
C -3.323 -0.829 0.600  -0.60
C 2.649 -0.359 1.287  -0.51
C -2.004 -1.044 -0.138  -0.24
C 2.341 -0.366 -0.176  -0.23
N -2.000 1.409 -0.596  -0.47
N 0.127 1.927 -0.570  -0.59
S 2.091 -1.976 -0.851  0.10
S 3.168 0.816 -1.210  0.04
H -1.385 3.392 -0.975  0.19
H 2.952 1.778 1.494  0.20
H 2.649 0.928 3.010  0.22
H 1.318 1.218 1.886  0.23
H -2.847 -2.564 -1.438  0.20
H -1.303 -1.913 -1.995  0.20
H -2.772 -0.944 -2.149  0.21
H -3.143 -0.425 1.591  0.21
H -3.867 -1.764 0.697  0.20
H -3.933 -0.121 0.049  0.22
H 2.044 -1.137 1.758  0.23
H 3.704 -0.630 1.431  0.22
H -1.357 -1.713 0.440  0.20
H 0.995 2.432 -0.650  0.42
H 1.920 -1.589 -2.112  0.14
H 4.280 0.917 -0.474  0.12

Cartesian forces (eV/Å) of the 6 atoms listed first:
C -0.441 0.024 -0.031
C 0.509 0.005 0.162
C 3.555 -1.033 0.179
C -0.049 -0.113 0.049
C 0.094 -0.131 0.281
C 0.208 -0.150 -0.087

Entry 3:
A 2-piece molecular cluster, C3H5N2O overall in a non-equilibrium geometry. Source: OMol25; level of theory: the ωB97M-V functional and the def2-TZVPD basis.

## Properties
Energy relative to the best compared isomer or geometry (same formula, charge and spin): 147.61 kJ/mol
Net charge: -1
2S+1: 1
Largest force on an atom: 3.6 eV/Å
LUMO level: 4.3 eV
Energy: -301.948648 Eh

Last column: natural (NBO) charge in e.
Element x y z (Å)
C 2.062 -0.141 0.039  0.26
C 0.440 -1.422 -1.130  -0.60
C 0.741 -0.600 0.039  -0.67
N 3.121 0.302 0.007  -0.56
N -0.223 2.015 -0.355  -0.08
O -0.092 2.786 0.632  -0.38
H 0.711 -0.970 -2.179  0.19
H -0.698 -1.528 -1.171  0.18
H 0.801 -2.484 -1.128  0.15
H 0.407 -0.949 1.084  0.20
H 0.676 1.600 -0.643  0.31

Cartesian forces (eV/Å) of the 6 atoms listed first:
C -1.709 -0.596 0.550
C -2.424 -1.067 -2.442
C 0.597 0.476 2.160
N 2.108 0.900 -0.165
N -0.543 1.559 2.039
O 0.052 -1.859 -2.310

Entry 4:
C31H44BrCoN3OP2 as an isolated structure in a non-equilibrium geometry. Source: OMol25; level of theory: the ωB97M-V functional and the def2-TZVPD basis.

## Properties
Energy relative to the best compared isomer or geometry (same formula, charge and spin): 0.00 kJ/mol
Net charge: +2
2S+1: 4
Largest force on an atom: 3.4 eV/Å
LUMO level (alpha / beta): -6.5 / -9.1 eV
Energy: -6086.022878 Eh

Last column: Löwdin spin population.
Element x y z (Å)
C -0.182 6.973 -3.859  0.00
C -0.365 5.602 -4.131  0.00
C -0.667 5.230 -5.458  0.00
C -0.773 6.232 -6.437  0.00
N -0.597 7.527 -6.161  0.00
C -0.308 7.897 -4.911  0.00
C -0.246 4.613 -3.088  0.01
C -0.140 3.761 -2.221  0.00
C -0.031 2.735 -1.264  0.02
C 0.938 2.861 -0.251  0.00
C 1.072 1.829 0.675  0.02
C 0.249 0.720 0.481  -0.08
C -0.750 0.568 -0.482  0.00
C -0.886 1.622 -1.386  -0.01
Co 0.212 -0.521 1.812  1.95
P 2.228 -1.192 1.232  -0.02
H -0.818 4.187 -5.736  0.00
H 0.056 7.328 -2.857  0.00
H -1.008 5.966 -7.475  0.00
H -0.170 8.968 -4.723  0.00
H -1.624 1.586 -2.194  0.00
H 1.570 3.750 -0.201  0.00
H -1.374 -0.329 -0.495  0.00
H 1.763 1.877 1.520  0.00
C 2.620 -2.789 2.046  -0.01
C 3.592 -3.714 1.318  0.00
H 1.650 -3.292 2.186  0.00
H 2.982 -2.531 3.054  0.00
H 3.771 -4.604 1.937  0.00
H 3.188 -4.065 0.361  0.00
H 4.563 -3.239 1.134  0.00
C 2.229 -1.472 -0.586  0.01
C 3.252 -0.696 -1.411  0.00
H 1.217 -1.206 -0.936  0.00
H 2.331 -2.554 -0.750  0.00
H 3.052 -0.867 -2.478  0.00
H 3.190 0.387 -1.240  0.00
H 4.281 -1.025 -1.215  0.00
C 3.578 -0.053 1.711  0.00
C 4.996 -0.626 1.686  0.00
H 3.322 0.273 2.732  0.00
H 3.511 0.837 1.070  0.00
H 5.711 0.169 1.935  0.00
H 5.126 -1.425 2.425  0.00
H 5.277 -1.014 0.700  0.00
Br -0.713 -2.562 2.360  0.09
P -2.065 -3.525 -1.779  0.60
C -0.238 -3.683 -1.613  0.09
C 0.187 -5.121 -1.921  0.02
H 0.039 -3.382 -0.590  0.01
H 0.239 -2.973 -2.308  0.00
H 1.249 -5.170 -2.188  0.00
H 0.025 -5.773 -1.055  0.00
H -0.395 -5.516 -2.763  0.01
C -2.688 -3.356 -0.077  0.11
C -4.096 -3.898 0.168  0.01
H -2.614 -2.295 0.199  0.02
H -1.961 -3.894 0.549  0.00
H -4.256 -4.000 1.249  0.00
H -4.859 -3.216 -0.225  0.00
H -4.221 -4.884 -0.294  0.00
C -2.276 -1.835 -2.476  0.08
C -2.566 -1.956 -3.971  0.02
H -1.379 -1.231 -2.291  0.01
H -3.113 -1.363 -1.941  0.00
H -2.979 -1.023 -4.365  0.00
H -1.653 -2.186 -4.529  0.00
H -3.290 -2.757 -4.149  0.01
N -1.921 1.755 7.630  0.00
C -1.112 1.079 6.756  0.00
O -0.106 0.473 7.113  0.00
C -1.551 1.095 5.319  0.00
C -2.720 1.714 4.850  0.00
C -3.002 1.699 3.490  0.00
C -2.127 1.064 2.603  0.01
N -0.990 0.480 3.050  0.03
C -0.716 0.449 4.385  0.00
H -1.625 1.826 8.593  0.00
H -2.660 2.373 7.332  0.00
H -3.411 2.203 5.531  0.00
H -3.887 2.179 3.084  0.00
H -2.327 1.020 1.533  0.00
H 0.190 -0.093 4.669  0.00

Cartesian forces (eV/Å) of the 6 atoms listed first:
C -0.042 0.014 -0.336
C -0.048 0.506 -0.458
C -0.002 0.350 -0.032
C 0.146 -0.229 0.776
N -0.011 0.042 -0.047
C -0.021 -0.749 0.258

Entry 5:
A 10-piece molecular cluster, H20O10 overall in a non-equilibrium geometry. Source: OMol25; level of theory: the ωB97M-V functional and the def2-TZVPD basis.

## Properties
Energy relative to the best compared isomer or geometry (same formula, charge and spin): 34.65 kJ/mol
Net charge: +1
2S+1: 2
Largest force on an atom: 1.4 eV/Å
LUMO level (alpha / beta): -2.9 / -10.6 eV
Energy: -764.007802 Eh

Last column: Löwdin spin population.
Element x y z (Å)
O 1.231 1.558 -24.487  0.03
H 0.944 1.294 -23.613  0.00
H 2.185 1.609 -24.421  0.00
O 0.357 -2.740 -20.632  0.00
H 0.482 -3.650 -20.360  0.00
H -0.589 -2.651 -20.747  0.00
O -2.361 -2.551 -21.240  0.00
H -2.625 -3.456 -21.073  0.00
H -2.720 -2.353 -22.105  0.00
O 0.037 3.731 -22.277  0.38
H 0.097 3.077 -21.581  0.00
H 0.619 4.436 -21.995  0.00
O -0.141 0.204 -21.863  0.01
H -0.488 -0.488 -22.426  0.00
H 0.451 -0.249 -21.262  0.00
O 2.784 1.456 -20.950  0.03
H 2.971 0.530 -21.100  0.00
H 3.645 1.861 -20.844  0.00
O 2.622 -1.245 -20.353  0.00
H 1.916 -1.889 -20.296  0.00
H 3.210 -1.593 -21.023  0.00
O -0.803 -0.386 -24.717  0.00
H -0.098 0.234 -24.904  0.00
H -1.495 -0.158 -25.338  0.00
O 0.859 2.629 -19.308  0.21
H 1.115 2.192 -20.120  0.00
H 0.499 1.929 -18.762  0.00
O -2.213 1.901 -20.705  0.33
H -2.951 1.692 -21.278  0.00
H -1.470 1.441 -21.095  0.00

Cartesian forces (eV/Å) of the 6 atoms listed first:
O -0.216 0.131 -0.154
H -0.115 -0.088 0.603
H 0.338 0.011 -0.142
O 0.650 -0.052 0.136
H 0.139 -0.297 0.078
H -0.787 0.250 -0.230

Entry 6:
The molecule C6H9N. Source: OMol25; level of theory: the ωB97M-V functional and the def2-TZVPD basis.

## Properties
Energy relative to the best compared isomer or geometry (same formula, charge and spin): 16.04 kJ/mol
Net charge: 0
2S+1: 1
Largest force on an atom: 0.5 eV/Å
LUMO level: 1.0 eV
SMILES: Cc1cc[nH]c1C
Energy: -288.775932 Eh

Last column: natural (NBO) charge in e.
Element x y z (Å)
C 0.891 0.474 1.756  -0.64
C 0.130 -0.098 0.603  0.12
C -0.088 0.217 -0.723  -0.09
C 0.508 1.345 -1.521  -0.63
C -1.003 -0.767 -1.219  -0.30
C -1.291 -1.642 -0.203  -0.08
N -0.600 -1.218 0.898  -0.51
H 1.780 1.035 1.456  0.23
H 1.206 -0.365 2.395  0.21
H 0.259 1.118 2.382  0.22
H 0.591 1.073 -2.579  0.22
H 1.515 1.592 -1.171  0.21
H -0.095 2.260 -1.470  0.21
H -1.400 -0.824 -2.226  0.22
H -1.910 -2.528 -0.170  0.21
H -0.496 -1.671 1.793  0.40

Cartesian forces (eV/Å) of the 6 atoms listed first:
C 0.154 0.096 0.024
C 0.010 -0.002 0.039
C -0.007 -0.073 0.190
C -0.028 -0.002 0.063
C -0.032 -0.087 -0.035
C -0.027 -0.051 -0.010